No. 1
# C81H187N9O17

17 unconnected molecules or ions with the total composition C81H187N9O17 at a distorted geometry (the ωB97M-V functional and the def2-TZVPD basis, the Open Molecules 2025 dataset).

Last column: Mulliken charge in e.
Positions of all 294 atoms, in Å:
O1 1.832 -2.437 4.971  0.35
H1 1.901 -1.528 5.401  -0.32
H2 1.224 -2.876 5.581  0.08
O2 1.108 -5.049 1.265  -0.94
H3 1.454 -4.260 0.877  0.23
H4 0.485 -5.410 0.607  0.29
O3 0.882 -5.632 4.655  -0.75
H5 0.225 -5.057 4.302  0.34
H6 1.664 -5.535 4.093  0.34
O4 5.807 -3.477 3.176  -0.61
H7 6.339 -4.074 3.703  0.20
H8 4.866 -3.801 3.285  0.37
O5 6.658 -1.369 1.612  -0.65
H9 6.514 -2.083 2.282  0.35
H10 6.906 -1.917 0.844  0.29
O6 -0.138 -3.851 6.675  -0.61
H11 -1.061 -3.816 6.580  0.28
H12 0.070 -4.736 6.264  0.24
O7 3.239 -4.107 3.500  -0.97
H13 2.891 -3.715 2.682  0.51
H14 2.844 -3.517 4.173  0.51
O8 4.198 -0.756 2.194  -0.45
H15 4.118 -1.209 3.068  -0.21
H16 5.114 -0.889 1.864  0.31
C1 -2.181 5.843 -6.214  -2.02
C2 -2.018 6.102 -4.737  1.74
C3 -3.196 7.089 -4.321  -1.10
C4 -3.366 7.238 -2.827  -0.73
C5 -3.586 5.872 -2.204  -1.10
C6 -2.428 4.909 -2.486  2.36
N1 -2.283 4.883 -3.958  -0.05
O9 -1.389 3.883 -4.443  0.01
C7 -1.125 5.386 -1.814  -1.46
C8 -2.785 3.487 -2.032  -2.42
C9 -0.655 6.741 -4.480  -1.54
H17 -2.059 6.774 -6.721  0.49
H18 -3.146 5.372 -6.359  0.45
H19 -1.415 5.178 -6.548  0.29
H20 -2.967 8.110 -4.736  0.32
H21 -4.153 6.718 -4.757  0.37
H22 -4.287 7.872 -2.683  0.33
H23 -2.523 7.706 -2.429  0.42
H24 -4.579 5.363 -2.498  0.31
H25 -3.633 6.027 -1.063  0.29
H26 -1.036 6.466 -1.865  0.22
H27 -1.093 5.075 -0.743  0.55
H28 -0.280 4.925 -2.387  0.01
H29 -3.706 3.242 -2.563  0.51
H30 -2.002 2.826 -2.374  0.29
H31 -2.992 3.416 -0.905  0.35
H32 -0.543 7.523 -5.266  0.54
H33 0.215 6.090 -4.632  0.24
H34 -0.500 7.350 -3.539  0.24
H35 -0.503 4.066 -4.071  0.07
C10 4.346 1.393 -7.149  -1.95
C11 4.383 2.613 -6.296  1.49
C12 3.663 3.720 -7.037  -1.15
C13 3.206 4.927 -6.083  -1.40
C14 2.446 4.370 -4.904  -1.50
C15 3.142 3.263 -4.180  2.78
N2 3.661 2.237 -5.052  1.29
O10 4.185 1.171 -4.416  -0.38
C16 4.278 3.904 -3.279  -1.80
C17 2.200 2.600 -3.227  -0.07
C18 5.830 3.070 -6.099  -1.86
H36 4.777 0.585 -6.565  0.45
H37 4.853 1.413 -8.166  0.31
H38 3.344 1.073 -7.347  0.26
H39 4.170 4.121 -7.940  0.43
H40 2.682 3.264 -7.346  0.26
H41 2.658 5.560 -6.758  0.46
H42 4.119 5.455 -5.796  0.38
H43 1.470 3.941 -5.251  0.24
H44 2.264 5.144 -4.166  0.59
H45 3.822 4.622 -2.579  0.22
H46 4.636 3.218 -2.551  0.65
H47 5.142 4.449 -3.737  0.21
H48 2.776 2.010 -2.467  -0.24
H49 1.579 3.300 -2.663  -0.24
H50 1.531 2.045 -3.771  -0.70
H51 6.447 2.410 -5.491  0.31
H52 5.905 4.040 -5.631  0.38
H53 6.328 3.232 -7.078  0.45
H54 5.050 1.388 -3.932  0.26
C19 3.526 2.498 2.950  -1.70
C20 3.710 3.758 2.043  3.05
C21 3.223 5.058 2.728  -1.39
C22 3.744 6.387 2.244  -0.59
C23 5.275 6.329 2.181  -1.31
C24 5.891 5.140 1.402  1.81
N3 5.154 3.900 1.950  -0.12
O11 5.671 2.685 1.225  -0.47
C25 5.735 5.282 -0.119  -1.59
C26 7.344 4.859 1.841  -2.05
C27 3.078 3.571 0.680  -2.18
H55 3.863 2.663 4.022  0.16
H56 4.116 1.686 2.542  0.07
H57 2.452 2.196 3.006  0.10
H58 2.106 5.132 2.631  0.31
H59 3.530 5.081 3.768  0.34
H60 3.476 7.119 3.026  0.44
H61 3.356 6.689 1.281  0.33
H62 5.817 6.251 3.158  0.41
H63 5.609 7.278 1.711  0.30
H64 6.364 6.113 -0.402  0.62
H65 5.995 4.307 -0.537  0.27
H66 4.710 5.487 -0.442  0.17
H67 7.965 5.650 1.434  0.44
H68 7.457 4.745 2.916  0.45
H69 7.662 3.893 1.509  0.41
H70 2.042 3.259 0.694  0.77
H71 3.740 2.804 0.162  0.19
H72 3.037 4.478 0.101  0.36
H73 6.114 2.338 2.018  0.38
C28 -2.562 -2.573 -4.928  -1.10
C29 -2.174 -1.830 -6.241  2.01
C30 -1.909 -0.387 -5.832  -1.77
C31 -0.561 -0.179 -5.142  1.91
C32 0.482 -0.662 -6.030  -1.74
C33 0.357 -2.112 -6.494  2.13
N4 -1.012 -2.386 -6.995  0.11
O12 -1.151 -3.756 -7.344  -0.53
C34 1.287 -2.467 -7.654  -2.14
C35 0.819 -3.034 -5.331  -1.97
C36 -3.358 -2.001 -7.150  -2.11
H74 -1.996 -2.285 -4.054  -0.65
H75 -2.597 -3.654 -5.071  0.56
H76 -3.593 -2.344 -4.683  0.18
H77 -1.959 0.280 -6.682  0.56
H78 -2.673 -0.182 -5.089  0.32
H79 -0.556 -0.720 -4.208  -1.15
H80 -0.361 0.899 -4.886  -0.36
H81 1.424 -0.563 -5.524  0.57
H82 0.638 -0.086 -6.928  0.33
H83 0.911 -2.038 -8.598  0.47
H84 2.353 -2.186 -7.510  0.32
H85 1.260 -3.562 -7.718  0.42
H86 0.848 -4.098 -5.597  0.74
H87 1.851 -2.825 -5.031  0.51
H88 0.093 -2.935 -4.487  0.09
H89 -3.065 -1.355 -8.005  0.47
H90 -4.258 -1.605 -6.777  0.38
H91 -3.451 -3.017 -7.395  0.45
H92 -1.095 -4.108 -6.490  0.47
C37 0.703 -0.040 1.726  -0.87
C38 0.318 -1.313 1.053  3.21
C39 -0.885 -1.081 0.108  -0.24
C40 -0.417 -0.336 -1.148  0.38
C41 0.725 -0.972 -1.805  0.15
C42 1.906 -1.294 -0.865  1.99
N5 1.371 -2.005 0.237  1.15
O13 2.359 -2.359 1.110  -0.58
C43 2.900 -2.279 -1.558  -1.87
C44 2.696 -0.038 -0.527  -0.36
C45 -0.125 -2.341 2.133  -0.17
H93 -0.056 0.235 2.453  0.31
H94 0.842 0.853 1.138  -0.14
H95 1.567 -0.274 2.418  0.02
H96 -1.287 -2.083 -0.132  -0.83
H97 -1.727 -0.605 0.646  -0.38
H98 -0.205 0.699 -0.882  -0.08
H99 -1.253 -0.259 -1.827  -0.02
H100 1.183 -0.407 -2.621  0.05
H101 0.389 -1.877 -2.329  -0.86
H102 3.058 -1.871 -2.579  0.21
H103 3.833 -2.236 -0.965  0.29
H104 2.357 -3.231 -1.672  0.08
H105 3.334 0.122 -1.372  0.65
H106 2.147 0.825 -0.237  -0.04
H107 3.374 -0.305 0.287  -0.56
H108 -1.058 -1.988 2.537  -0.71
H109 0.594 -2.478 2.865  0.32
H110 -0.196 -3.282 1.659  -0.78
H111 2.937 -1.578 1.368  -0.01
C46 -2.645 1.022 4.248  -0.79
C47 -3.613 0.828 5.447  2.38
C48 -5.062 1.030 5.032  -1.86
C49 -5.690 -0.070 4.218  0.87
C50 -5.693 -1.309 5.041  -1.71
C51 -4.241 -1.707 5.365  1.77
N6 -3.619 -0.514 6.069  -0.20
O14 -2.251 -0.855 6.365  -0.13
C52 -4.238 -2.928 6.364  -1.44
C53 -3.452 -2.308 4.126  -0.51
C54 -3.102 1.850 6.427  -1.75
H112 -1.637 0.648 4.478  -0.38
H113 -2.732 2.057 4.103  0.97
H114 -3.045 0.520 3.339  -0.52
H115 -5.584 1.142 5.989  0.40
H116 -5.210 2.019 4.657  0.45
H117 -5.278 -0.363 3.266  -0.68
H118 -6.712 0.228 3.943  0.49
H119 -6.205 -2.101 4.470  0.38
H120 -6.195 -1.201 5.968  0.37
H121 -3.165 -2.998 6.700  0.04
H122 -4.914 -2.969 7.194  0.41
H123 -4.400 -3.837 5.759  0.35
H124 -2.451 -2.677 4.456  -0.07
H125 -3.948 -3.127 3.637  0.77
H126 -3.088 -1.523 3.399  -0.81
H127 -2.108 1.705 6.904  0.05
H128 -3.752 1.901 7.313  0.44
H129 -2.987 2.851 6.024  0.42
H130 -2.276 -0.976 7.336  0.31
C55 -5.913 -1.456 0.682  -1.10
C56 -5.959 -0.205 -0.312  2.27
C57 -4.569 -0.034 -0.876  -0.52
C58 -4.260 -0.963 -2.059  2.58
C59 -5.330 -0.843 -3.071  -1.95
C60 -6.720 -1.212 -2.498  2.21
N7 -6.932 -0.239 -1.400  0.13
O15 -8.163 -0.602 -0.807  -0.54
C61 -7.777 -0.886 -3.569  -2.09
C62 -6.859 -2.700 -2.170  -1.76
C63 -6.255 1.058 0.516  -2.01
H131 -5.573 -2.361 0.168  -0.24
H132 -6.897 -1.556 1.074  1.01
H133 -5.278 -1.171 1.520  -0.45
H134 -4.437 0.976 -1.233  0.19
H135 -3.826 -0.184 -0.064  -0.26
H136 -4.163 -1.998 -1.766  -0.86
H137 -3.280 -0.694 -2.507  -0.85
H138 -5.009 -1.377 -3.938  0.36
H139 -5.400 0.230 -3.365  0.34
H140 -7.553 -1.449 -4.465  0.35
H141 -8.809 -1.026 -3.215  0.41
H142 -7.598 0.169 -3.817  0.42
H143 -7.886 -2.910 -1.856  0.47
H144 -6.647 -3.258 -3.053  0.49
H145 -6.231 -3.066 -1.329  0.24
H146 -5.365 1.274 1.092  0.28
H147 -7.110 0.920 1.179  0.37
H148 -6.455 1.884 -0.188  0.40
H149 -7.976 -1.397 -0.313  0.44
C64 0.760 0.861 6.096  -2.02
C65 1.841 0.741 7.167  1.91
C66 1.099 0.271 8.383  -1.17
C67 1.929 -0.412 9.512  -0.90
C68 2.772 -1.521 8.804  -0.98
C69 3.708 -0.895 7.673  1.07
N8 2.769 -0.344 6.677  0.85
O16 3.420 -0.055 5.417  0.37
C70 4.613 0.196 8.345  -1.59
C71 4.595 -1.953 7.026  -1.68
C72 2.454 2.161 7.328  -1.11
H150 0.309 -0.167 5.974  -0.19
H151 0.017 1.593 6.328  0.80
H152 1.078 1.039 5.075  0.01
H153 0.538 1.165 8.746  0.56
H154 0.443 -0.531 8.020  0.01
H155 2.604 0.302 10.058  0.34
H156 1.285 -0.884 10.254  0.52
H157 2.110 -2.225 8.248  0.09
H158 3.391 -2.140 9.487  0.46
H159 4.031 0.926 8.886  0.37
H160 5.230 0.748 7.602  0.20
H161 5.250 -0.301 9.130  0.39
H162 5.134 -2.527 7.756  0.51
H163 5.221 -1.367 6.343  0.38
H164 3.942 -2.681 6.543  0.09
H165 3.054 2.433 6.472  0.05
H166 1.763 2.970 7.363  0.48
H167 3.132 2.289 8.161  0.34
H168 3.881 0.795 5.619  0.10
C73 -1.247 -6.577 -3.288  -1.42
C74 -0.663 -5.881 -2.023  1.23
C75 -1.358 -4.600 -1.671  1.28
C76 -2.740 -4.771 -1.032  -0.11
C77 -2.592 -5.651 0.217  -0.89
C78 -2.017 -7.033 -0.172  1.42
N9 -0.702 -6.698 -0.760  0.87
O17 0.033 -7.917 -1.208  -0.62
C79 -1.695 -7.862 1.178  -1.83
C80 -2.913 -7.944 -1.092  -1.86
C81 0.816 -5.536 -2.363  -1.34
H169 -0.661 -7.490 -3.523  0.37
H170 -1.201 -5.923 -4.140  0.15
H171 -2.256 -6.873 -3.047  0.22
H172 -0.799 -4.074 -0.894  -0.79
H173 -1.521 -3.996 -2.537  -0.09
H174 -3.567 -5.197 -1.622  0.47
H175 -3.150 -3.767 -0.767  -0.46
H176 -3.592 -5.744 0.732  0.49
H177 -1.869 -5.250 0.949  -0.16
H178 -2.641 -8.097 1.687  0.38
H179 -1.129 -8.801 0.962  0.40
H180 -1.042 -7.308 1.820  0.36
H181 -2.263 -8.685 -1.598  0.35
H182 -3.791 -8.373 -0.591  0.42
H183 -3.414 -7.432 -1.933  0.34
H184 1.426 -5.279 -1.487  -0.01
H185 0.744 -4.760 -3.149  0.16
H186 1.357 -6.341 -2.804  0.67
H187 0.636 -7.924 -0.441  0.33

Calculated values
**E_tot**: -135237.1548 eV
**Kohn-Sham gap**: 8.70 eV
**HOMO energy**: -8.390 eV

No. 2
# C2H7S3

2 unconnected molecules or ions with the total composition C2H7S3 at a distorted geometry (the ωB97M-V functional and the def2-TZVPD basis, the Open Molecules 2025 dataset).

Last column: Mulliken charge in e.
Positions of all 12 atoms, in Å:
C1 0.995 -1.381 2.212  -0.56
S1 2.256 -0.329 2.982  -0.24
H1 1.298 -1.671 1.223  0.21
H2 0.058 -0.839 2.220  0.13
H3 0.774 -2.195 2.908  0.35
C2 -0.517 -0.368 -0.296  -0.85
S2 -1.665 -0.267 -1.705  -0.21
S3 -1.028 1.587 -2.559  -0.71
H4 0.166 0.480 -0.326  0.32
H5 -1.003 -0.300 0.686  0.24
H6 -0.008 -1.324 -0.495  0.19
H7 2.197 0.666 2.082  0.12

Calculated values
**E_tot**: -34693.9694 eV
**Total charge**: -1
**Kohn-Sham gap**: 5.11 eV
**Relative energy (zero: lowest compared OMol25 entry of this formula, charge and spin)**: 0.856 eV
**HOMO energy**: -2.192 eV

No. 3
# C19H17BCo2O10

A molecular structure, C19H17BCo2O10 at a distorted geometry (the ωB97M-V functional and the def2-TZVPD basis, the Open Molecules 2025 dataset).

Last column: Mulliken charge in e.
Positions of all 49 atoms, in Å:
C1 -3.878 4.413 -0.309  -1.22
C2 -3.304 3.077 -0.415  0.40
C3 -3.672 1.927 -1.087  -0.72
C4 -2.565 1.039 -0.999  -0.76
C5 -1.580 1.687 -0.264  0.72
B1 0.023 1.537 -0.261  0.74
O1 0.557 1.571 1.113  -0.49
C6 1.963 1.665 1.028  -0.44
C7 2.422 1.610 -0.472  1.53
C8 3.925 1.599 -0.587  -2.04
C9 1.754 2.825 -1.190  -1.04
O2 0.363 2.751 -1.048  -0.46
C10 1.812 0.308 -1.100  -0.54
O3 0.406 0.297 -0.971  -0.49
O4 -2.044 2.926 0.103  -0.33
H1 -4.935 4.384 -0.580  0.34
H2 -3.778 4.799 0.712  0.30
H3 -3.380 5.117 -0.994  0.24
H4 -4.601 1.763 -1.630  0.39
H5 -2.464 0.039 -1.401  0.53
H6 2.294 2.623 1.470  0.34
H7 2.428 0.840 1.604  -0.09
H8 4.220 1.550 -1.644  0.43
H9 4.349 2.510 -0.140  0.42
H10 4.318 0.714 -0.065  0.27
H11 2.119 3.773 -0.755  0.34
H12 2.023 2.811 -2.262  0.36
H13 2.078 0.275 -2.172  0.35
H14 2.226 -0.594 -0.609  0.10
O5 -0.302 -6.820 4.301  -0.27
C11 0.373 -5.885 4.322  0.43
Co1 1.464 -4.510 4.425  0.12
C12 0.819 -3.574 5.803  0.19
O6 0.459 -3.040 6.763  -0.26
C13 2.617 -5.644 5.123  0.27
O7 3.344 -6.390 5.619  -0.26
C14 0.792 -3.728 2.527  -1.18
C15 0.415 -2.462 2.144  0.98
C16 -0.327 -1.601 1.426  -0.43
Co2 1.966 -2.472 3.086  0.12
C17 1.493 -1.107 4.128  0.22
O8 1.251 -0.218 4.824  -0.24
C18 3.120 -1.764 1.950  0.28
O9 3.934 -1.353 1.218  -0.34
C19 3.265 -3.212 4.214  0.46
O10 4.321 -3.124 4.707  -0.30
H15 0.648 -4.617 1.890  0.56
H16 -0.243 -0.535 1.619  0.20
H17 -1.024 -1.965 0.675  0.28

Calculated values
**E_tot**: -116377.4639 eV
**Kohn-Sham gap**: 1.84 eV
**HOMO energy**: -6.263 eV

- Which of these has the highest HOMO energy?
  C2H7S3

What did the third record say?
# C19H17BCo2O10

A molecular structure, C19H17BCo2O10 at a distorted geometry (the ωB97M-V functional and the def2-TZVPD basis, the Open Molecules 2025 dataset).

Last column: Mulliken charge in e.
Positions of all 49 atoms, in Å:
C1 -3.878 4.413 -0.309  -1.22
C2 -3.304 3.077 -0.415  0.40
C3 -3.672 1.927 -1.087  -0.72
C4 -2.565 1.039 -0.999  -0.76
C5 -1.580 1.687 -0.264  0.72
B1 0.023 1.537 -0.261  0.74
O1 0.557 1.571 1.113  -0.49
C6 1.963 1.665 1.028  -0.44
C7 2.422 1.610 -0.472  1.53
C8 3.925 1.599 -0.587  -2.04
C9 1.754 2.825 -1.190  -1.04
O2 0.363 2.751 -1.048  -0.46
C10 1.812 0.308 -1.100  -0.54
O3 0.406 0.297 -0.971  -0.49
O4 -2.044 2.926 0.103  -0.33
H1 -4.935 4.384 -0.580  0.34
H2 -3.778 4.799 0.712  0.30
H3 -3.380 5.117 -0.994  0.24
H4 -4.601 1.763 -1.630  0.39
H5 -2.464 0.039 -1.401  0.53
H6 2.294 2.623 1.470  0.34
H7 2.428 0.840 1.604  -0.09
H8 4.220 1.550 -1.644  0.43
H9 4.349 2.510 -0.140  0.42
H10 4.318 0.714 -0.065  0.27
H11 2.119 3.773 -0.755  0.34
H12 2.023 2.811 -2.262  0.36
H13 2.078 0.275 -2.172  0.35
H14 2.226 -0.594 -0.609  0.10
O5 -0.302 -6.820 4.301  -0.27
C11 0.373 -5.885 4.322  0.43
Co1 1.464 -4.510 4.425  0.12
C12 0.819 -3.574 5.803  0.19
O6 0.459 -3.040 6.763  -0.26
C13 2.617 -5.644 5.123  0.27
O7 3.344 -6.390 5.619  -0.26
C14 0.792 -3.728 2.527  -1.18
C15 0.415 -2.462 2.144  0.98
C16 -0.327 -1.601 1.426  -0.43
Co2 1.966 -2.472 3.086  0.12
C17 1.493 -1.107 4.128  0.22
O8 1.251 -0.218 4.824  -0.24
C18 3.120 -1.764 1.950  0.28
O9 3.934 -1.353 1.218  -0.34
C19 3.265 -3.212 4.214  0.46
O10 4.321 -3.124 4.707  -0.30
H15 0.648 -4.617 1.890  0.56
H16 -0.243 -0.535 1.619  0.20
H17 -1.024 -1.965 0.675  0.28

Calculated values
**E_tot**: -116377.4639 eV
**Kohn-Sham gap**: 1.84 eV
**HOMO energy**: -6.263 eV

- Which of these has the lowest Kohn-Sham gap?
  C19H17BCo2O10